Run i
A cluster of 2 separate species, C5H13NOS in total. Source: the OMol25 dataset; level of theory: wB97M-V/def2-TZVPD.

As for the net charge: 0.

```
21
Properties=species:S:1:pos:R:3:nbo_charge:R:1
S 3.440 0.074 1.840 -0.424
O 0.435 -1.610 -0.602 -0.604
N 3.154 -0.995 0.346 -0.847
C -2.442 0.593 -0.630 -0.619
C -0.601 0.373 1.269 -0.605
C -0.703 -1.244 -0.348 0.482
C 0.067 1.116 -1.006 -0.595
C -0.955 0.242 -0.241 -0.151
H -1.382 -0.175 1.825 0.202
H -0.159 2.111 -0.751 0.215
H 1.021 0.773 -0.674 0.217
H -1.563 -1.968 -0.084 0.140
H -3.097 -0.040 -0.116 0.207
H -2.780 1.670 -0.427 0.225
H -0.219 1.099 -2.021 0.210
H 0.239 -0.162 1.458 0.226
H -0.784 1.344 1.795 0.241
H 3.150 -0.423 -0.485 0.411
H -2.744 0.443 -1.720 0.217
H 3.768 -1.829 0.317 0.414
H 2.156 -1.392 0.253 0.439
```


Run ii
The molecule C5H13NOS. Source: the OMol25 dataset; level of theory: wB97M-V/def2-TZVPD.

As for the net charge: 0.

```
21
Properties=species:S:1:pos:R:3:nbo_charge:R:1
S -3.481 1.926 1.576 -0.027
O 2.559 -1.740 -2.311 -0.735
N 0.351 0.930 0.620 -0.670
C 0.888 -0.839 -0.915 -0.440
C -1.196 0.868 0.703 -0.239
C 1.605 -2.118 -1.279 -0.078
C -1.754 2.200 1.210 -0.545
C 0.908 -0.461 0.622 -0.209
H 0.875 -2.825 -1.661 0.169
H 1.082 0.100 -1.474 0.249
H -1.382 0.007 1.339 0.191
H 2.675 -2.471 -2.931 0.466
H 1.934 -0.421 0.992 0.195
H -1.291 2.370 2.179 0.221
H -1.544 2.973 0.465 0.230
H -3.946 1.789 0.304 0.122
H 2.246 -2.606 -0.512 0.171
H -1.351 0.789 -0.382 0.206
H 0.263 -1.139 1.183 0.167
H 0.772 1.611 1.239 0.364
H -0.213 -0.941 -0.966 0.192
```


Tell me which of them is the least stable. Sure, it is run i.


Run i
A cluster of 2 separate species, C6H3F5 in total. Source: the OMol25 dataset; level of theory: wB97M-V/def2-TZVPD.

As for the net charge: 0.

```
14
Properties=species:S:1:pos:R:3:nbo_charge:R:1
F 0.026 -0.796 2.075 -0.341
F -0.187 2.032 2.674 -0.314
F 1.237 -3.928 0.044 -0.234
F 1.338 1.457 1.251 -0.337
F -0.516 2.295 0.560 -0.331
C -0.194 -0.595 -0.826 0.211
C -0.707 0.116 1.420 0.251
C -0.459 0.404 -1.814 -0.744
C 0.722 -2.764 -0.033 0.560
C 0.294 -1.801 -0.706 -0.318
C 0.003 1.453 1.475 0.806
H -0.378 0.053 -2.846 0.216
H -1.434 0.857 -1.627 0.283
H 0.256 1.216 -1.645 0.292
```


Run ii
The molecule C6H3F5. Source: the OMol25 dataset; level of theory: wB97M-V/def2-TZVPD.

As for the net charge: 0.

```
14
Properties=species:S:1:pos:R:3:nbo_charge:R:1
F 4.012 1.691 0.164 -0.295
F 0.339 -1.897 -4.473 -0.245
F 3.151 0.367 -1.881 -0.299
F 2.000 2.414 0.624 -0.336
F 2.683 0.368 1.278 -0.316
C -0.160 -0.217 -0.122 -0.636
C 2.747 1.265 0.272 0.923
C 2.211 0.503 -0.940 0.307
C 0.694 -0.695 -2.382 -0.223
C 0.626 -1.237 -3.436 0.490
C 0.870 -0.142 -1.150 -0.076
H 0.279 -0.641 0.687 0.234
H -0.590 0.712 0.188 0.242
H -0.988 -0.986 -0.465 0.229
```


Tell me which of them is the least stable. Sure, it is run i.


Run i
A cluster of 7 separate species, C4H19NO8 in total. Source: the OMol25 dataset; level of theory: wB97M-V/def2-TZVPD.

As for the net charge: 0.

```
32
Properties=species:S:1:pos:R:3:nbo_charge:R:1
O 0.614 -2.148 0.718 -0.952
O -1.666 -1.810 2.427 -0.962
O -1.941 0.631 3.017 -0.964
O 1.129 2.081 2.890 -0.976
O 2.385 0.698 -2.798 -0.592
O -0.522 2.633 -1.101 -0.947
O -1.720 0.463 0.105 -0.619
O 2.766 1.676 0.229 -0.973
N 0.596 0.117 -1.584 -0.662
C -0.653 -0.572 -1.752 -0.153
C -1.455 -0.628 -0.424 0.467
C -0.389 -2.051 -2.145 -0.629
C 1.512 -0.151 -2.640 0.522
H -1.353 -0.149 -2.620 0.198
H -1.235 2.201 -0.505 0.504
H -0.021 3.049 -0.356 0.460
H 2.257 2.226 -0.402 0.483
H 0.482 1.082 -1.255 0.433
H -2.433 0.991 2.223 0.501
H -1.238 -2.688 -1.952 0.220
H -1.261 1.257 3.245 0.497
H 0.558 -1.541 1.463 0.481
H 1.464 -2.663 0.875 0.479
H 1.705 1.840 2.080 0.508
H -0.877 -1.881 2.990 0.449
H 2.688 0.675 -0.054 0.502
H -1.589 -1.629 0.090 0.204
H -0.284 -2.139 -3.230 0.204
H -1.924 -0.949 2.725 0.486
H 0.403 -2.520 -1.649 0.229
H 0.658 2.857 2.658 0.459
H 1.344 -0.955 -3.268 0.143
```


Run ii
A cluster of 6 separate species, C4H19NO8 in total. Source: the OMol25 dataset; level of theory: wB97M-V/def2-TZVPD.

As for the net charge: 0.

```
32
Properties=species:S:1:pos:R:3:nbo_charge:R:1
O -3.203 -1.341 -1.125 -0.944
O 2.179 1.551 -1.427 -0.967
O 1.707 -1.062 -0.375 -0.633
O 0.361 -2.642 -1.057 -0.728
O 2.216 -1.849 2.174 -0.965
O 3.923 0.623 1.467 -0.950
O -0.207 1.699 -0.484 -0.763
O -1.725 -0.674 -3.144 -0.988
N -0.542 -1.117 0.332 -0.653
C -0.669 0.007 1.264 -0.255
C 0.579 -1.471 -0.375 0.878
C -1.108 1.267 0.516 0.104
C -1.422 2.522 1.367 -0.625
H 3.623 0.313 2.333 0.473
H 2.869 0.923 -1.628 0.494
H -0.573 2.728 2.040 0.207
H -2.019 0.988 -0.044 0.137
H 2.378 2.183 -0.719 0.499
H 2.004 -2.794 2.264 0.473
H -1.495 3.290 0.615 0.227
H -1.050 0.003 -3.214 0.511
H -2.571 -0.460 -3.553 0.485
H 1.629 -1.521 1.471 0.477
H -2.333 2.475 1.949 0.206
H 0.597 1.147 -0.584 0.509
H -3.219 -0.425 -1.427 0.471
H -2.868 -1.712 -1.952 0.477
H 3.858 -0.244 1.031 0.479
H -1.439 -1.526 0.093 0.435
H -1.348 -0.353 2.058 0.220
H -0.414 -2.696 -1.627 0.495
H 0.284 0.169 1.762 0.215
```


Tell me which of them is the least stable. Sure, it is run i.


Run i
The molecule C26H33N3O2. Source: the OMol25 dataset; level of theory: wB97M-V/def2-TZVPD.

As for the net charge: 0.

```
64
Properties=species:S:1:pos:R:3:nbo_charge:R:1
O 3.372 -2.433 -2.396 -0.622
O -0.876 -1.474 4.891 -0.632
N 0.242 -0.259 3.355 -0.652
N -2.145 1.576 4.179 -0.610
N 1.643 -1.422 -3.379 -0.649
C 2.372 -0.177 1.188 -0.396
C 1.781 -1.398 -0.924 -0.327
C -1.149 2.457 3.600 -0.251
C -0.997 2.276 2.113 -0.071
C -0.955 1.012 -4.324 -0.213
C -1.958 -0.689 -2.984 -0.223
C 0.395 -0.778 -3.479 0.194
C -0.560 1.912 -0.613 -0.213
C 1.422 -2.634 -0.095 -0.389
C 2.863 -0.598 -0.192 -0.387
C -2.084 0.492 -3.705 -0.002
C 2.332 -1.819 -2.275 0.709
C 1.491 0.977 -4.902 -0.638
C -0.206 3.167 1.396 -0.193
C 1.977 -1.398 2.024 -0.228
C 0.285 0.398 -4.227 -0.034
C 1.485 -0.991 3.420 -0.207
C -1.349 1.023 0.092 -0.240
C -3.401 1.200 -3.787 -0.632
C -2.444 0.223 2.204 -0.451
C -1.577 1.192 1.454 0.055
C -0.864 -0.606 4.040 0.657
C -2.134 0.202 3.705 -0.132
C 0.921 -2.218 1.283 -0.394
C 0.011 2.991 0.042 -0.217
C -0.734 -1.320 -2.875 -0.227
H 0.898 -0.767 -1.053 0.221
H -3.486 0.536 2.086 0.233
H 0.245 4.003 1.912 0.212
H 2.310 -3.261 -0.001 0.217
H 1.515 0.489 1.059 0.193
H 0.013 -1.621 1.167 0.194
H -1.041 1.926 -4.895 0.208
H -4.222 0.488 -3.817 0.219
H 1.299 -1.872 4.039 0.234
H -2.828 -1.123 -2.514 0.213
H -3.449 1.834 -4.669 0.217
H -1.472 3.485 3.806 0.213
H 1.283 1.979 -5.269 0.221
H 0.654 -3.220 -0.606 0.202
H -1.795 0.182 -0.418 0.216
H 2.867 -2.020 2.162 0.207
H 3.123 0.289 -0.775 0.207
H 2.129 -1.593 -4.252 0.405
H 3.758 -1.217 -0.106 0.219
H -3.536 1.831 -2.907 0.225
H 3.157 0.382 1.702 0.210
H 2.249 -0.376 3.912 0.188
H -2.349 -0.781 1.785 0.219
H 0.170 0.432 2.625 0.416
H 0.629 3.690 -0.501 0.215
H 1.787 0.359 -5.751 0.218
H -0.393 1.761 -1.669 0.223
H 0.667 -3.103 1.870 0.216
H -0.646 -2.247 -2.328 0.218
H 2.333 1.022 -4.213 0.227
H -2.092 1.605 5.190 0.374
H -2.946 -0.314 4.229 0.229
H -0.150 2.337 4.060 0.185
```


Run ii
The molecule C26H33N3O2. Source: the OMol25 dataset; level of theory: wB97M-V/def2-TZVPD.

As for the net charge: 0.

```
64
Properties=species:S:1:pos:R:3:nbo_charge:R:1
O -4.000 2.258 0.798 -0.511
O 2.235 1.642 2.892 -0.747
N 2.374 0.489 0.389 -0.467
N 3.661 -1.259 -3.550 -0.261
N 2.348 -1.464 -3.558 -0.321
C -2.511 -1.077 -2.303 -0.225
C -0.616 0.283 -2.938 -0.016
C -1.674 -2.114 -1.905 -0.037
C -2.307 0.666 1.555 -0.354
C 3.864 -0.324 -2.646 -0.041
C -2.046 0.389 3.923 -0.246
C 0.229 -0.757 -2.550 -0.092
C 3.314 -0.973 2.109 -0.420
C 2.530 1.086 -0.936 -0.227
C 2.657 0.104 -2.060 -0.159
C -2.246 -3.375 -1.331 -0.628
C -3.313 1.600 1.776 0.392
C -3.054 1.312 4.145 -0.180
C -1.988 0.093 -2.817 -0.146
C -0.545 -0.921 2.413 -0.415
C -3.682 1.922 3.082 -0.292
C 1.013 0.971 3.027 -0.067
C 1.686 -0.663 -2.686 0.121
C -0.308 -1.943 -2.053 -0.152
C 0.859 -0.303 2.170 -0.040
C -1.656 0.068 2.630 0.017
C 1.903 -1.370 2.534 -0.392
C -3.687 1.985 -0.543 -0.252
C 3.332 -0.577 0.638 -0.220
C 1.021 0.043 0.681 -0.239
C -0.090 1.571 -3.495 -0.642
H -0.689 1.886 -4.347 0.222
H 2.459 1.627 1.944 0.490
H -1.468 -4.114 -1.158 0.216
H 3.995 -1.812 2.263 0.206
H -2.988 -3.798 -2.006 0.221
H -4.466 2.648 3.229 0.222
H 0.917 0.714 4.086 0.174
H 4.856 0.026 -2.438 0.207
H 1.681 1.754 -1.101 0.207
H 0.752 -0.843 0.081 0.176
H -4.340 2.624 -1.135 0.199
H -0.146 2.359 -2.743 0.219
H -0.480 -1.555 3.300 0.216
H -2.643 2.224 -0.771 0.174
H -3.349 1.557 5.154 0.214
H 0.189 1.657 2.771 0.166
H 3.657 -0.138 2.718 0.231
H -3.582 -1.198 -2.217 0.212
H -3.878 0.937 -0.793 0.175
H -1.556 -0.083 4.761 0.208
H -2.020 0.388 0.552 0.222
H -0.786 -1.563 1.562 0.213
H 1.942 -2.137 -4.189 0.411
H -2.655 0.880 -3.139 0.201
H 3.444 1.690 -0.908 0.209
H 4.325 -0.215 0.360 0.203
H 1.628 -2.303 2.030 0.195
H -2.741 -3.165 -0.383 0.224
H 3.108 -1.465 0.020 0.170
H 1.881 -1.551 3.610 0.211
H 0.946 1.473 -3.808 0.231
H 0.365 -2.741 -1.766 0.208
H 0.331 0.851 0.418 0.208
```


Tell me which of them is the least stable. Sure, it is run ii.


Run i
The molecule C5H9NS. Source: the OMol25 dataset; level of theory: wB97M-V/def2-TZVPD.

As for the net charge: 0.

```
16
Properties=species:S:1:pos:R:3:nbo_charge:R:1
S -3.510 0.182 -0.055 0.088
N 0.270 0.486 -0.430 -0.426
C -2.056 -0.441 -0.285 -0.261
C 0.584 1.799 0.088 -0.417
C 1.298 -0.537 -0.415 -0.210
C 0.308 -1.487 0.320 -0.403
C -0.666 -0.239 0.390 -0.117
H -0.812 0.109 1.402 0.189
H -1.910 -0.980 -1.253 0.177
H 0.671 -1.891 1.222 0.214
H 1.556 -0.895 -1.407 0.193
H 2.189 -0.308 0.209 0.178
H 1.432 2.174 -0.564 0.205
H 0.941 1.807 1.149 0.168
H -0.292 2.527 -0.007 0.214
H -0.005 -2.306 -0.365 0.207
```


Run ii
The molecule C5H9NS. Source: the OMol25 dataset; level of theory: wB97M-V/def2-TZVPD.

As for the net charge: 0.

```
16
Properties=species:S:1:pos:R:3:nbo_charge:R:1
S 2.317 0.683 0.011 -0.115
N 0.322 -1.188 0.045 -0.565
C -0.869 -0.476 0.032 0.135
C -2.213 1.677 -0.050 -0.638
C 1.635 -0.814 -0.048 -0.083
C -2.074 -1.402 0.013 -0.642
C -0.969 0.870 0.005 -0.216
H -3.031 -0.931 -0.270 0.233
H 2.291 -1.736 -0.207 0.194
H -3.108 1.075 -0.199 0.200
H -2.346 2.196 0.884 0.218
H -0.075 1.477 0.260 0.237
H -1.839 -2.211 -0.676 0.201
H -2.199 2.431 -0.830 0.222
H 0.155 -2.201 -0.168 0.397
H -2.227 -1.846 1.011 0.223
```


Tell me which of them is the least stable. Sure, it is run i.


Run i
A cluster of 2 separate species, C2H6N2OS2 in total. Source: the OMol25 dataset; level of theory: wB97M-V/def2-TZVPD.

As for the net charge: 0.

```
13
Properties=species:S:1:pos:R:3:nbo_charge:R:1
S -1.900 -1.683 0.601 0.285
S -2.018 1.007 -0.493 0.180
O 0.287 -0.029 1.359 -0.647
N 1.221 1.096 -1.111 -0.702
N 1.726 0.011 -0.375 -0.437
C -1.879 -0.661 -0.639 -0.585
C 1.186 -0.491 0.717 0.516
H 2.278 -0.661 -0.889 0.386
H -2.288 -1.019 1.651 0.044
H 0.935 1.971 -0.664 0.399
H 0.726 0.801 -1.955 0.377
H 1.695 -1.408 1.017 0.106
H -1.968 1.065 0.781 0.077
```


Run ii
A cluster of 2 separate species, C2H6N2OS2 in total. Source: the OMol25 dataset; level of theory: wB97M-V/def2-TZVPD.

As for the net charge: 0.

```
13
Properties=species:S:1:pos:R:3:nbo_charge:R:1
S 0.673 -1.471 0.079 -0.197
S -2.310 -1.374 -0.029 0.190
O 3.477 -0.615 -0.447 -0.527
N 2.622 0.290 0.119 -0.240
N -3.042 0.175 -0.093 -0.520
C 1.362 0.002 0.390 -0.119
C -2.255 1.167 -0.193 -0.101
H -3.464 -2.044 0.074 0.099
H 3.075 1.173 0.295 0.402
H -2.706 2.159 -0.235 0.177
H 0.827 0.839 0.837 0.203
H -1.162 1.102 -0.243 0.142
H 2.904 -1.403 -0.554 0.491
```


Tell me which of them is the least stable. Sure, it is run i.